The following is a quantum chemistry calculation of C14H21I2N2O7P2Ru as an isolated structure at a distorted geometry, from the Open Molecules 2025 dataset.

For the largest force on an atom, the calculation gives 0.118 Eh/bohr. The HOMO energy (alpha / beta) is -18.21 / -18.20 eV. Its spin multiplicity is 5. The gap between HOMO and LUMO (alpha / beta) comes out at 7.0 / 4.2 eV. As for the energy relative to the best compared isomer or geometry (same formula, charge and spin): 0.0 kJ/mol. As for the total charge: +3.

Geometry as XYZ:
```
49
Properties=species:S:1:pos:R:3:forces:R:3:lowdin_charge:R:1
I 0.039874 -2.064576 -2.875809 -0.20 -0.25 0.21 1.1399
I -0.761379 2.937300 -2.902255 0.62 -0.12 0.63 0.9624
Ru -0.037532 0.477372 -2.098427 0.30 0.02 1.23 0.4523
P -2.248215 -0.072047 -2.142401 -2.87 0.62 0.69 0.6206
C -2.867513 -0.242530 -3.821486 -0.50 -0.66 0.33 -0.2360
C -2.742560 -1.516298 -1.151523 0.51 -0.11 -0.16 -0.2558
H -3.753087 -1.364450 -0.770325 -0.02 -0.04 -0.15 0.0753
H -3.977745 0.967878 -0.777441 0.00 0.09 -0.13 0.0695
H -2.041625 -1.625127 -0.311351 -0.25 0.01 -0.25 0.0374
H -2.443092 1.887532 -0.701891 -0.30 -0.12 0.00 0.0046
H -2.381569 -1.100523 -4.294486 -0.18 0.08 -0.15 0.0348
H -2.703795 -2.415377 -1.782850 -0.15 0.12 0.25 0.0418
C -3.139726 1.358121 -1.360378 0.33 -0.53 0.19 -0.2686
H -3.954609 -0.420825 -3.774172 0.31 0.03 -0.09 0.0955
H -3.483493 2.024788 -2.152865 -0.05 -0.06 0.06 0.0345
H -2.678825 0.651042 -4.394447 0.08 0.32 -0.23 0.0490
P 2.216260 -0.030721 -1.999823 2.93 -0.39 0.00 0.6775
C 2.953737 -0.305322 -3.649075 -0.14 0.04 0.26 -0.2375
C 3.084727 1.381903 -1.266804 -0.38 0.11 0.09 -0.1804
H 2.024727 -1.604494 -0.175878 0.27 -0.03 -0.22 0.0341
H 3.727583 -1.428853 -0.714327 0.04 0.01 -0.14 0.0773
H 2.574423 -2.414864 -1.671586 0.21 0.19 0.19 0.0278
C 2.692771 -1.518356 -1.043965 -0.76 0.11 0.12 -0.2561
H 2.376861 1.923106 -0.631162 0.29 0.10 0.05 0.0436
H 3.929708 1.017731 -0.673132 -0.11 0.07 -0.09 0.0791
H 4.013479 -0.552510 -3.547341 -0.07 0.02 0.06 0.0888
H 2.848445 0.591929 -4.261866 0.15 -0.11 0.01 0.0630
H 3.440838 2.026580 -2.074940 -0.06 0.02 0.14 0.0765
H 2.430972 -1.135159 -4.136394 0.26 0.12 -0.10 0.0208
C 0.261585 0.735769 -3.898213 0.50 0.51 -5.61 -0.7542
O 0.454331 0.795968 -5.055827 -0.71 -0.48 4.53 0.1197
O -0.072500 1.609168 0.569546 0.08 -1.98 -0.35 -0.0324
C -0.027330 0.422820 0.997659 -0.05 1.13 -0.02 -0.5829
O -0.035238 -0.633097 0.276439 0.02 1.13 -0.99 -0.1419
C 0.028203 0.224965 2.512395 -0.21 -0.62 0.09 -0.0781
C 0.256811 -1.042504 3.048166 0.35 -0.37 0.47 0.1107
C 0.292179 -1.214243 4.458918 -0.31 1.59 -0.30 -0.0807
C -0.000140 -0.120033 5.297655 0.19 0.46 0.36 0.1340
C -0.263252 1.154896 4.756278 0.44 -2.30 -2.01 -0.0651
C -0.231614 1.315309 3.338449 -0.08 0.53 1.54 0.1424
N -0.613214 2.247353 5.618475 -1.10 3.16 2.48 -0.3056
O -0.668070 2.034365 6.844568 0.34 -0.23 -2.49 0.1232
O -0.872937 3.356952 5.107605 0.72 -2.61 0.37 0.1204
N 0.671177 -2.488935 5.051070 -0.11 -0.73 -6.00 -0.1844
O 0.932284 -3.440773 4.280270 -0.53 2.13 3.47 0.2336
O 0.711591 -2.566378 6.291315 0.31 -0.87 1.51 0.4370
H 0.431404 -1.874863 2.379319 0.00 -0.02 0.05 0.1339
H 0.021717 -0.252769 6.379616 -0.16 0.29 -0.09 0.1486
H -0.416616 2.302769 2.904681 0.05 -0.34 0.20 0.1503
```
Positions in Å, forces in eV/Å.


The following is a quantum chemistry calculation of an isolated ion of composition C4H5O2S2 and charge -1 at a distorted geometry, from the Open Molecules 2025 dataset.

For the largest force on an atom, the calculation gives 0.068 Eh/bohr. The HOMO energy (alpha / beta) is -3.18 / -3.18 eV. The gap between HOMO and LUMO (alpha / beta) comes out at 6.3 / 6.3 eV. As for the energy relative to the best compared isomer or geometry (same formula, charge and spin): 97.2 kJ/mol. As for the total charge: -1. The SMILES is [O-]/C(O)=C/[C@@H](S)C=S.

Geometry as XYZ:
```
13
Properties=species:S:1:pos:R:3:forces:R:3:lowdin_charge:R:1
C -1.857159 -0.858156 0.096859 0.04 0.45 -0.54 -0.5682
C -0.537789 -0.578367 -0.291530 0.51 -2.27 -1.89 -0.1939
C 0.367782 0.306589 0.356390 2.51 0.28 2.38 -0.8727
C 0.262269 1.548522 -0.438885 -0.56 0.86 0.64 -0.6639
O -2.376678 0.099851 1.005669 -1.28 -2.11 -0.75 -0.0079
O -2.538394 -1.779197 -0.360066 -0.27 0.88 0.85 -0.0222
S 2.099858 -0.357166 0.351704 0.49 -0.31 -0.38 0.6567
S -0.925216 2.637284 -0.043275 0.74 0.22 -0.33 0.5581
H 0.003448 -1.276505 -0.982485 -1.11 0.55 0.55 0.0975
H 0.369741 0.349484 1.486536 -1.15 0.96 -0.97 0.0868
H 1.001792 1.764339 -1.245517 -0.79 -0.62 0.35 0.0585
H 1.731348 -1.547205 0.880780 0.10 0.29 -0.16 -0.1317
H -1.646575 0.523591 1.427585 0.76 0.80 0.25 0.0028
```
Positions in Å, forces in eV/Å.


The following is a quantum chemistry calculation of a single C20H31N3 molecule, from the Open Molecules 2025 dataset.

For the largest force on an atom, the calculation gives 0.016 Eh/bohr. The HOMO energy is -7.89 eV. The gap between HOMO and LUMO comes out at 8.6 eV. As for the energy relative to the best compared isomer or geometry (same formula, charge and spin): 17.6 kJ/mol. The SMILES is CC(C)C[C@H]1CN=C(Nc2ccccc2)N1CC1CCCCC1.

Geometry as XYZ:
```
54
Properties=species:S:1:pos:R:3:forces:R:3:lowdin_charge:R:1
C 2.298385 2.724772 -1.981471 -0.14 0.07 0.18 -0.0722
H 1.871847 3.541451 -2.559973 -0.03 0.07 -0.12 0.0766
H 1.649204 1.860559 -2.080292 -0.05 -0.09 -0.09 0.0573
H 3.272467 2.480640 -2.402253 0.14 -0.02 -0.07 0.0805
C 2.436171 3.130550 -0.515821 0.22 -0.07 -0.04 -0.4245
C 3.316980 4.374362 -0.405969 -0.27 -0.14 0.03 -0.0813
H 3.371727 4.721571 0.623526 0.05 0.06 0.11 0.0741
H 2.915282 5.180127 -1.016215 0.01 0.13 -0.07 0.0746
H 4.326280 4.155350 -0.749551 0.15 0.00 -0.04 0.0806
C 3.021170 1.989644 0.330903 -0.32 -0.08 0.06 -0.1311
C 1.979975 1.028360 0.918588 0.38 0.19 0.18 -0.2554
N 1.070511 0.504066 -0.091708 -0.14 0.21 -0.11 -0.0438
C -0.222713 0.778354 0.334448 0.43 0.25 0.36 -0.3772
N -0.325429 1.467119 1.407594 -0.62 -0.01 -0.01 0.0868
C 1.005589 1.705064 1.915448 0.17 -0.15 0.00 -0.1499
H 1.086216 1.289119 2.924811 0.12 0.08 -0.05 0.1106
H 1.179421 2.781985 1.986630 0.13 -0.01 0.02 0.1069
N -1.256381 0.339343 -0.435932 0.48 -0.36 -0.54 0.1491
C -2.619183 0.485941 -0.223827 -0.53 0.07 0.17 -0.2327
C -3.139406 1.148039 0.885217 0.16 0.06 0.09 -0.0225
C -4.508574 1.249144 1.042509 -0.15 -0.08 -0.13 -0.0857
C -5.374044 0.700881 0.109878 -0.15 0.05 0.08 -0.1093
C -4.857815 0.043056 -0.993823 0.01 -0.02 -0.03 -0.1003
C -3.491247 -0.066106 -1.162170 0.09 0.01 0.01 -0.0412
H -3.092882 -0.581223 -2.026856 0.05 -0.05 -0.08 0.1048
H -5.521939 -0.388436 -1.728788 -0.03 -0.03 -0.05 0.1000
H -6.442483 0.785316 0.240155 -0.09 0.01 0.01 0.0956
H -4.904662 1.764353 1.905357 -0.01 0.04 0.07 0.1016
H -2.452685 1.570657 1.599399 -0.06 0.03 0.03 0.0805
H -0.999706 -0.138987 -1.285749 -0.03 0.08 0.12 0.1208
C 1.432591 -0.662195 -0.856313 -0.27 -0.28 0.18 -0.1275
H 2.500807 -0.584476 -1.072197 -0.04 0.01 -0.11 0.1276
H 0.914976 -0.628760 -1.822716 0.11 -0.02 -0.05 0.1163
C 1.129091 -2.004979 -0.145509 0.24 0.04 -0.38 -0.3000
C 2.413799 -2.702796 0.307119 -0.23 -0.01 0.34 -0.1740
C 2.101540 -4.006450 1.036221 0.22 -0.09 -0.25 -0.2017
C 1.299878 -4.941273 0.137117 -0.18 0.06 0.27 -0.2100
C 0.016523 -4.257109 -0.321019 0.14 -0.10 -0.29 -0.2001
C 0.331454 -2.951477 -1.045642 -0.14 -0.01 0.36 -0.1750
H -0.604973 -2.478093 -1.351654 0.00 0.07 -0.10 0.1025
H 0.912543 -3.166265 -1.946637 0.01 0.03 -0.11 0.1243
H -0.544791 -4.919765 -0.983128 -0.08 0.00 0.06 0.1091
H -0.610708 -4.042893 0.547487 -0.08 -0.01 0.03 0.1174
H 1.060546 -5.861407 0.673660 0.04 -0.06 -0.06 0.1078
H 1.900407 -5.208793 -0.735656 0.04 -0.07 -0.05 0.1132
H 3.031797 -4.489037 1.343201 -0.02 0.00 0.10 0.1087
H 1.524537 -3.787447 1.937713 0.00 0.00 0.09 0.1163
H 2.985512 -2.043928 0.964455 0.08 0.06 -0.06 0.1061
H 3.031099 -2.918370 -0.569251 0.08 0.04 -0.07 0.1229
H 0.522384 -1.785832 0.741421 0.00 0.01 -0.01 0.1507
H 2.515845 0.203038 1.408748 -0.08 0.03 -0.04 0.1344
H 3.731705 1.421505 -0.275050 0.15 0.02 -0.01 0.1131
H 3.575143 2.406788 1.174823 0.10 -0.03 0.04 0.1159
H 1.439702 3.376898 -0.137379 -0.03 0.01 0.03 0.1290
```
Positions in Å, forces in eV/Å.